Molecular formula: C3H5NO
Method: DFT, ωB97M-V with the def2-TZVPD basis set

Atoms and positions in Å:
C -1.74676 -0.57390 -0.01585
C 0.06807 -0.80600 -0.07592
N 1.13533 0.05979 0.04858
C 0.90986 1.32863 -0.00544
O 2.24551 -0.47076 0.12899
H -2.26773 -1.47626 0.13224
H -2.21082 0.29474 0.40287
H 0.19315 -1.79253 -0.51025
H 1.78508 1.88866 -0.22079
H -0.11169 1.54762 0.11557

Cartesian forces (eV/Å) of the 2 atoms listed first:
C 6.817 0.361 0.168
C -7.917 -0.788 0.010

* net charge: 0
* highest occupied orbital energy (alpha / beta): -9.01 / -8.88 eV
* strongest force on any atom: 8.0 eV/Å
* gap between HOMO and LUMO (alpha / beta): 8.329 / 8.248 eV
* structure (SMILES): C=C[N+](=C)[O-]

=====

Molecular formula: C3H5NO
Method: DFT, ωB97M-V with the def2-TZVPD basis set

Atoms and positions in Å:
O 2.52080 0.40044 0.00246
C 1.60942 -0.39858 -0.00455
N 0.29360 -0.08260 -0.01146
C -1.04441 -0.51529 0.00475
C -0.66079 0.94948 -0.00056
H 1.75011 -1.49475 0.00378
H -1.44718 -0.93294 -0.92311
H -1.44072 -0.95669 0.91794
H -0.78640 1.51293 0.92860
H -0.79444 1.51800 -0.91784

Cartesian forces (eV/Å) of the 2 atoms listed first:
O -0.290 -0.219 -0.033
C -0.068 0.068 0.093

* net charge: 0
* highest occupied orbital energy: -9.71 eV
* strongest force on any atom: 0.7 eV/Å
* gap between HOMO and LUMO: 10.588 eV
* structure (SMILES): O=CN1CC1

=====

Molecular formula: C3H5NO
Method: DFT, ωB97M-V with the def2-TZVPD basis set

Atoms and positions in Å:
O 2.09681 -0.56960 0.27975
C 0.96950 -0.23470 0.06423
C 0.14143 1.02723 0.30922
N -1.04929 0.30987 -0.20907
C -0.27741 -0.92094 -0.49514
H 0.11335 1.34994 1.35643
H 0.46495 1.87005 -0.30979
H -1.72994 0.15699 0.52464
H -0.55687 -1.83610 0.03788
H -0.17253 -1.15274 -1.55816

Cartesian forces (eV/Å) of the 2 atoms listed first:
O -0.326 0.150 -0.127
C 0.248 -0.178 0.232

* net charge: 0
* highest occupied orbital energy: -9.70 eV
* strongest force on any atom: 0.5 eV/Å
* gap between HOMO and LUMO: 10.646 eV
* structure (SMILES): O=C1CNC1

=====

Molecular formula: C3H5NO
Method: DFT, ωB97M-V with the def2-TZVPD basis set

Atoms and positions in Å:
C 0.37574 -0.83143 -1.12419
C 0.14717 0.27960 -0.18575
O -0.97543 0.89598 -0.21740
C -0.20291 -0.10231 2.12244
N -0.61562 0.96868 2.37898
H -0.54949 -1.12461 -1.62061
H 0.77648 -1.66756 -0.54185
H 1.13660 -0.54790 -1.86103
H 0.96596 0.69143 0.38703
H -1.04741 1.37446 0.67719

Cartesian forces (eV/Å) of the 2 atoms listed first:
C -0.113 -0.043 0.069
C -0.435 0.206 -0.294

* net charge: 0
* highest occupied orbital energy: -9.90 eV
* strongest force on any atom: 1.0 eV/Å
* gap between HOMO and LUMO: 8.884 eV

=====

Molecular formula: C3H5NO
Method: DFT, ωB97M-V with the def2-TZVPD basis set

Atoms and positions in Å:
C 1.60388 0.14703 -0.19910
N 1.05577 1.16195 0.24091
C -0.65683 0.70205 0.18307
C -0.60329 -0.77803 0.06864
O 0.54520 -1.17404 -0.56746
H 2.57500 -0.24095 -0.49641
H -0.92738 1.23012 -0.72844
H -1.24136 1.05662 1.03679
H -0.82150 -1.32017 0.99922
H -1.53300 -0.76771 -0.53667

Cartesian forces (eV/Å) of the 2 atoms listed first:
C -2.696 -1.831 -0.418
N -1.916 -1.815 -0.211

* net charge: 0
* highest occupied orbital energy: -9.91 eV
* strongest force on any atom: 3.5 eV/Å
* gap between HOMO and LUMO: 10.956 eV
* structure (SMILES): C1=NCCO1

=====

Molecular formula: C3H5NO
Method: DFT, ωB97M-V with the def2-TZVPD basis set

Atoms and positions in Å:
O 2.22568 -0.83813 -0.14294
C 1.61524 0.18425 0.09869
N 0.27011 0.21492 0.10565
C -1.07437 0.64718 0.10990
C -0.61632 -0.82950 -0.16262
H 2.06209 1.15696 0.35362
H -1.53743 0.99644 1.03696
H -1.31544 1.25886 -0.76974
H -0.72781 -1.12696 -1.20535
H -0.56313 -1.63770 0.53749

Cartesian forces (eV/Å) of the 2 atoms listed first:
O 0.104 0.416 0.087
C -0.016 0.405 0.077

* net charge: 0
* highest occupied orbital energy: -9.59 eV
* strongest force on any atom: 1.5 eV/Å
* gap between HOMO and LUMO: 10.471 eV
* structure (SMILES): O=CN1CC1

=====

Molecular formula: C3H5NO2
Method: DFT, ωB97M-V with the def2-TZVPD basis set

Atoms and positions in Å:
C -0.83824 -0.84172 -0.55598
N 0.24611 -0.01018 -0.07146
C 0.90728 -0.12260 1.76036
O 0.14857 -0.19785 2.62309
C 0.41932 1.20630 -0.66397
O -0.22295 1.64729 -1.59812
H -0.65526 -1.15512 -1.58918
H -1.78781 -0.29635 -0.53446
H -0.92343 -1.73140 0.07693
H 1.46031 -0.28828 0.75552
H 1.24610 1.78992 -0.20273

Cartesian forces (eV/Å) of the 2 atoms listed first:
C -0.104 -0.112 -0.044
N -0.071 0.233 -0.285

* net charge: 0
* highest occupied orbital energy: -9.55 eV
* strongest force on any atom: 1.3 eV/Å
* gap between HOMO and LUMO: 9.414 eV

=====

Molecular formula: C3H5NO2
Method: DFT, ωB97M-V with the def2-TZVPD basis set

Atoms and positions in Å:
N -2.57827 -0.66905 -1.11641
C -1.63586 -0.38092 -0.51024
C -0.43267 0.01829 0.21123
O 0.06682 1.52419 -0.16987
C 0.79214 -0.82555 -0.08310
O 1.82418 -0.03099 0.34792
H -0.57372 0.06664 1.29076
H -0.07088 2.19928 0.52945
H 0.86883 -1.19884 -1.12412
H 0.46311 -1.71584 0.51662
H 1.27632 1.01280 0.10776

Cartesian forces (eV/Å) of the 2 atoms listed first:
N 1.001 0.136 0.690
C -0.867 0.577 -0.659

* net charge: 0
* highest occupied orbital energy: -10.11 eV
* strongest force on any atom: 3.4 eV/Å
* gap between HOMO and LUMO: 10.079 eV
* structure (SMILES): N#C[C@H](O)CO

=====

Molecular formula: C3H5NO2
Method: DFT, ωB97M-V with the def2-TZVPD basis set

Atoms and positions in Å:
C -1.04283 -0.36008 -0.66297
N -1.11101 0.92874 0.00650
C -0.06258 1.35974 0.54388
O 1.18037 0.75350 0.52870
C 1.33083 -0.60577 0.39410
O 1.06604 -1.40425 1.24233
H -2.03459 -0.77318 -0.80145
H -0.53356 -1.11817 -0.06611
H -0.55323 -0.26090 -1.64302
H -0.00694 2.32404 1.04496
H 1.76750 -0.84368 -0.58693

Cartesian forces (eV/Å) of the 2 atoms listed first:
C -0.282 -0.260 -0.109
N 0.377 0.033 0.320

* net charge: 0
* highest occupied orbital energy: -10.37 eV
* strongest force on any atom: 0.8 eV/Å
* gap between HOMO and LUMO: 11.193 eV
* structure (SMILES): C/N=C\OC=O

=====

Molecular formula: C3H5NO2
Method: DFT, ωB97M-V with the def2-TZVPD basis set

Atoms and positions in Å:
H 2.53987 0.58352 0.97715
N 1.54888 0.78999 1.05065
C 1.03167 0.87145 -0.08764
O -0.29968 1.28193 -0.13206
C -1.14407 0.24846 -0.26302
C -0.96470 -1.11388 0.17331
O -0.19054 -0.92320 -0.96903
H 1.46202 0.74612 -1.08610
H -2.15474 0.64901 -0.46733
H -0.53174 -1.33661 1.14086
H -1.82991 -1.71912 -0.10081

Cartesian forces (eV/Å) of the 2 atoms listed first:
H 0.116 -0.121 -0.016
N 0.189 0.034 -0.381

* net charge: 0
* highest occupied orbital energy: -9.90 eV
* strongest force on any atom: 1.8 eV/Å
* gap between HOMO and LUMO: 10.950 eV
* structure (SMILES): [H]/N=C/O[C@@H]1CO1

=====

Molecular formula: C3H5NO2
Method: DFT, ωB97M-V with the def2-TZVPD basis set

Atoms and positions in Å:
N -2.02276 -1.42684 -1.12084
C -1.13500 -0.86814 -0.59479
O 0.78831 -1.05202 -0.76176
C 1.47217 -0.28965 -0.03132
C 0.07623 0.90796 1.07059
O -1.07152 0.52854 0.71981
H -2.90830 -1.76117 -1.43627
H 1.95319 0.58833 -0.48108
H 1.93150 -0.69678 0.87852
H 0.47208 0.57647 2.03838
H 0.46985 1.84943 0.66793

Cartesian forces (eV/Å) of the 2 atoms listed first:
N 0.666 0.400 0.377
C -0.790 -0.475 -0.449

* net charge: 0
* highest occupied orbital energy: -9.30 eV
* strongest force on any atom: 1.0 eV/Å
* gap between HOMO and LUMO: 9.667 eV

=====

Molecular formula: C3H5NO2
Method: DFT, ωB97M-V with the def2-TZVPD basis set

Atoms and positions in Å:
C -0.66116 -0.61072 -1.27813
N 0.19448 0.27508 0.13042
C 0.04433 -0.71004 1.03861
O -0.50342 -1.73766 0.68584
C 0.81981 1.50318 0.52590
O 1.01611 2.47055 -0.16260
H -0.12092 -0.08448 -2.03156
H -1.69851 -0.32312 -1.11881
H -0.63437 -1.71046 -1.46155
H 0.39784 -0.59247 2.06952
H 1.14580 1.52014 1.60235

Cartesian forces (eV/Å) of the 2 atoms listed first:
C 0.523 1.356 0.032
N -0.446 -1.019 -0.528

* net charge: 0
* highest occupied orbital energy: -10.03 eV
* strongest force on any atom: 1.6 eV/Å
* gap between HOMO and LUMO: 10.335 eV

=====

Q: What is the net charge in the eleventh record?
A: 0